No. 1
# C38H50F15N2O11S2Si

6 unconnected molecules or ions with the total composition C38H50F15N2O11S2Si in a non-equilibrium geometry (ωB97M-V with the def2-TZVPD basis set, OMol25).

Results
Charge: +1

XYZ file:
```
119
C38H50F15N2O11S2Si (ωB97M-V with the def2-TZVPD basis set)
C 6.5429 -6.1644 4.5823
C 6.6668 -5.0381 5.7713
C 7.6788 -3.7893 5.4154
C 6.8726 -2.5404 4.6414
N 7.1863 -2.4560 3.2274
N 6.5330 -1.3932 2.6993
S 6.9647 -1.3392 0.9622
C 5.6308 -0.3951 3.2865
Si 4.8243 1.1201 2.3861
C 5.0861 1.3918 0.5512
C 2.8862 1.2480 2.6903
C 5.5549 2.6965 3.3078
C 5.1865 -0.4497 4.8439
C 4.1879 0.4842 5.7199
C 2.7157 -0.2754 5.9565
O 2.1377 -0.1505 7.1784
C 1.9459 -1.1954 4.8439
C 2.4625 -2.6151 4.2080
C 1.5264 -3.3553 3.0373
C 0.0913 -2.7221 2.4878
C -0.4295 -1.3064 3.1297
C 0.4942 -0.5866 4.2779
C 5.9236 -1.6909 5.5846
S 5.7318 -2.0933 7.4094
H 6.7292 -5.7533 3.5013
H 7.2101 -7.0814 4.8824
H 5.4151 -6.5548 4.6114
H 7.0251 -5.5360 6.7913
H 5.5808 -4.5714 5.9219
H 8.6036 -4.1659 4.7763
H 8.1485 -3.3522 6.4144
H 6.3120 -2.4423 0.3347
H 6.2202 1.4430 0.2376
H 4.5632 0.5607 -0.0985
H 4.5959 2.4297 0.2292
H 2.4741 0.1762 2.4671
H 2.4129 1.9618 1.8600
H 2.6198 1.6748 3.7462
H 6.1671 3.3738 2.5655
H 6.2529 2.3845 4.1949
H 4.6891 3.3754 3.7551
H 4.0821 1.6014 5.4025
H 4.6541 0.5209 6.8208
H 3.4782 -3.0853 4.5491
H 1.8328 -4.3944 2.5348
H -0.5861 -3.2222 1.6658
H -1.4187 -0.7430 2.7990
H 0.1210 0.4593 4.7165
H 5.5285 -0.9362 8.1866
C -2.7172 -0.3404 -2.6793
C -1.3089 -0.8835 -2.5231
O -0.4337 0.1273 -1.9996
C -0.4584 0.3007 -0.6393
O -1.1742 -0.3458 0.1202
C 0.5531 1.3660 -0.2153
F 0.5208 2.4715 -1.0142
F 1.8350 0.9031 -0.2594
F 0.3535 1.8137 1.0567
H -2.7140 0.5687 -3.2886
H -3.3678 -1.0817 -3.1518
H -3.1463 -0.0714 -1.7090
H -0.9153 -1.1668 -3.5051
H -1.2887 -1.7824 -1.8967
C -8.9206 0.9926 -4.8597
C -9.0654 -0.0565 -3.7728
O -8.2020 -1.1740 -4.0322
C -6.8951 -1.0296 -3.6418
O -6.4491 -0.0203 -3.1035
C -6.1045 -2.3063 -3.9294
F -6.3624 -2.8186 -5.1674
F -6.3920 -3.2993 -3.0403
F -4.7551 -2.1218 -3.8710
H -9.0907 0.5507 -5.8464
H -9.6338 1.8077 -4.7084
H -7.9104 1.4136 -4.8696
H -10.0908 -0.4413 -3.7704
H -8.8766 0.3624 -2.7780
C 9.6106 -0.6065 6.2122
C 11.0189 -1.1495 6.3684
O 11.8942 -0.1387 6.8919
C 11.8695 0.0346 8.2522
O 11.1536 -0.6119 9.0117
C 12.8810 1.0999 8.6762
F 12.8487 2.2054 7.8773
F 14.1628 0.6371 8.6321
F 12.6814 1.5477 9.9482
H 9.6139 0.3027 5.6029
H 8.9601 -1.3477 5.7397
H 9.1815 -0.3375 7.1825
H 11.4126 -1.4329 5.3864
H 11.0392 -2.0485 6.9948
C -14.0894 -0.2372 -10.0339
C -12.6811 -0.7803 -9.8777
O -11.8058 0.2305 -9.3543
C -11.8305 0.4038 -7.9939
O -12.5464 -0.2427 -7.2344
C -10.8190 1.4691 -7.5699
F -10.8513 2.5747 -8.3689
F -9.5372 1.0063 -7.6141
F -11.0186 1.9169 -6.2979
H -14.0861 0.6719 -10.6433
H -14.7399 -0.9785 -10.5065
H -14.5185 0.0318 -9.0636
H -12.2874 -1.0636 -10.8598
H -12.6608 -1.6792 -9.2514
C -4.0001 6.0115 -5.6821
C -4.2366 4.9551 -6.7454
O -5.4515 4.2367 -6.4813
C -6.6108 4.8384 -6.8996
O -6.6513 5.9270 -7.4658
C -7.8164 3.9460 -6.6027
F -7.7770 3.4061 -5.3503
F -7.9019 2.8945 -7.4667
F -9.0043 4.6088 -6.6907
H -4.0140 5.5630 -4.6839
H -3.0367 6.5060 -5.8353
H -4.7866 6.7724 -5.6999
H -3.4227 4.2225 -6.7205
H -4.2485 5.3889 -7.7517
```

No. 2
# C38H50N5O4PS3SrTe

A molecular structure, C38H50N5O4PS3SrTe in a non-equilibrium geometry (ωB97M-V with the def2-TZVPD basis set, OMol25).

Results
Energy relative to the best compared isomer or geometry (same formula, charge and spin), eV: 3.420

XYZ file:
```
103
C38H50N5O4PS3SrTe (ωB97M-V with the def2-TZVPD basis set)
Sr -0.0043 -2.0564 0.2950
O -0.8199 -5.3260 1.9298
C -0.7079 -4.1099 1.9511
O -1.4699 -3.2595 1.3788
C 0.4775 -3.5533 2.7203
C 0.8397 -4.1669 3.9375
C 1.9368 -3.7125 4.6040
C 2.6928 -2.6435 4.0676
C 3.8341 -2.1072 4.7011
C 4.5146 -1.0649 4.1367
C 4.0906 -0.5231 2.9077
C 2.9969 -1.0304 2.2636
C 2.2691 -2.0959 2.8336
N 1.1712 -2.5748 2.1874
H 0.2361 -4.9885 4.2934
H 2.2416 -4.1658 5.5397
H 4.1549 -2.5280 5.6465
H 5.3797 -0.6443 4.6322
H 4.6320 0.3058 2.4697
H 2.6739 -0.6141 1.3181
O -1.0754 4.8307 8.2600
C -0.6454 4.9931 6.9801
O -0.2969 6.0897 6.6286
C -0.6362 3.8000 6.1114
C 0.0269 3.8904 4.8838
C 0.0770 2.8237 4.0151
C -0.5737 1.6114 4.3126
S -0.5634 0.2734 3.2276
C -1.2532 1.5318 5.5430
C -1.2706 2.5916 6.4234
H -1.2640 3.9041 8.4334
H 0.5122 4.8273 4.6417
H 0.6233 2.8974 3.0834
H -1.7659 0.6100 5.7844
H -1.8107 2.4624 7.3568
Te -0.9570 -4.4650 -1.2434
C -0.4266 -4.7685 -3.2707
C -1.2541 -5.1995 -4.2670
C -0.6043 -5.4752 -5.5032
C 0.7350 -5.2691 -5.4473
S 1.1961 -4.7527 -3.8680
H -2.3170 -5.3215 -4.1084
H -1.1230 -5.8090 -6.3914
H 1.4806 -5.3782 -6.2188
N 4.6201 -2.9508 -0.1662
C 3.9789 -2.3935 -1.2116
N 3.6264 -3.2154 -2.2148
S 3.6559 -0.7584 -1.2775
H 4.9363 -3.9055 -0.1920
H 4.9654 -2.3476 0.5580
H 3.5989 -4.2150 -2.0836
H 3.0022 -2.8426 -2.9099
N -5.5780 -0.0314 -0.7840
C -4.6589 -0.1731 0.4014
C -3.2442 -0.4054 -0.1387
N -2.2671 -0.6640 0.8747
H -6.5459 0.1423 -0.5198
H -5.5307 -0.8890 -1.3375
H -5.2453 0.7352 -1.3727
H -4.9880 -1.0182 1.0036
H -4.7073 0.7376 0.9960
H -2.9306 0.4756 -0.7086
H -3.2657 -1.2668 -0.8214
H -2.4127 -1.5491 1.3546
H -2.1578 0.0559 1.5953
C -2.3974 1.1437 -4.0863
C -1.7695 2.3028 -3.2974
C -1.0280 3.2005 -4.2853
C -2.8940 3.0937 -2.6241
P -0.7055 1.4445 -1.9554
C 0.6517 0.8650 -3.0510
C 1.7516 1.6052 -3.4830
C 2.6472 1.0739 -4.3968
C 2.4482 -0.1949 -4.9178
C 1.3659 -0.9475 -4.4913
C 0.4894 -0.4311 -3.5476
C 0.0322 2.7464 -0.7942
C 1.2819 2.1121 -0.1718
C 0.3664 4.1266 -1.3621
C -1.0136 2.9057 0.3244
H -3.1517 1.5300 -4.7783
H -2.8709 0.4138 -3.4216
H -1.6428 0.6203 -4.6725
H -1.7170 3.5062 -5.0789
H -0.2000 2.6694 -4.7515
H -0.6439 4.1034 -3.8141
H -3.5931 3.4583 -3.3824
H -2.5110 3.9575 -2.0820
H -3.4494 2.4665 -1.9164
H 1.9223 2.6074 -3.1188
H 3.5020 1.6590 -4.7116
H 3.1377 -0.5979 -5.6487
H 1.1968 -1.9367 -4.8932
H -0.3481 -1.0337 -3.2060
H 2.0776 1.9513 -0.8974
H 1.0334 1.1476 0.2812
H 1.6608 2.7604 0.6221
H 1.0452 4.0819 -2.2111
H 0.8541 4.7162 -0.5809
H -0.5309 4.6658 -1.6663
H -1.0851 1.9849 0.9077
H -2.0007 3.1563 -0.0732
H -0.7170 3.7055 1.0071
```

The following electronic energy values (in eV) correspond, in order, to the records above: -136006.975, -105783.518.
The following E_LUMO values (in eV) correspond, in order, to the records above: -5.00, -1.54.
The following orbital gap values (in hartree) correspond, in order, to the records above: 0.22122, 0.17699.